Record 1
FH14O7Pb as an isolated structure. Source: OMol25; level of theory: ωB97M-V/def2-TZVPD.

Last column: natural (NBO) charge in e.
CARTESIAN COORDINATES (ANGSTROEM)
Pb 0.233 0.101 -0.004  1.60
F 2.388 1.038 -0.192  -0.86
O -1.973 1.810 -0.073  -0.95
H -2.361 2.131 0.748  0.49
H -2.369 2.357 -0.760  0.49
O -1.066 -0.816 2.068  -0.96
H -0.828 -0.594 2.978  0.50
H -2.008 -1.025 2.105  0.50
O -1.610 -1.608 -0.979  -0.95
H -1.618 -1.998 -1.862  0.49
H -2.085 -2.244 -0.431  0.49
O 0.517 2.032 1.740  -0.97
H 0.075 2.404 2.511  0.49
H 1.412 2.403 1.750  0.52
O 0.147 1.473 -2.205  -0.96
H 0.984 1.429 -2.687  0.51
H -0.509 1.726 -2.866  0.49
O 1.330 -1.554 -1.737  -0.96
H 2.132 -1.275 -2.200  0.50
H 1.017 -2.326 -2.222  0.49
O 1.809 -1.583 1.264  -0.96
H 1.644 -2.163 2.016  0.49
H 2.738 -1.716 1.039  0.51

Values from the calculation:
ΔE to the lowest compared entry with this formula, charge and spin   0.0 kJ/mol
Multiplicity   1
Total charge   +1
E_HOMO   -12.590 eV
Gap between HOMO and LUMO   9.652 eV



Record 2
A 2-piece molecular cluster, FH2IP2 overall. Source: OMol25; level of theory: ωB97M-V/def2-TZVPD.

Last column: natural (NBO) charge in e.
CARTESIAN COORDINATES (ANGSTROEM)
F 1.452 0.339 1.214  -0.59
P 0.781 -0.734 0.235  0.72
P -1.186 0.231 0.057  0.10
I 0.286 2.393 -2.424  -0.11
H 0.496 -1.349 1.391  -0.07
H -1.829 -0.880 -0.472  -0.04

Values from the calculation:
ΔE to the lowest compared entry with this formula, charge and spin   216.1 kJ/mol
Multiplicity   1
E_HOMO (alpha / beta)   -9.107 / -9.783 eV
Gap between HOMO and LUMO (alpha / beta)   6.144 / 7.763 eV



Record 3
FH2NS in the gas phase. Source: OMol25; level of theory: ωB97M-V/def2-TZVPD.

Last column: natural (NBO) charge in e.
CARTESIAN COORDINATES (ANGSTROEM)
F 1.618 -0.610 -0.112  -0.25
N 0.705 0.418 -0.194  -0.24
S -1.122 -0.401 -0.160  0.03
H 0.762 0.747 -1.164  0.33
H -0.973 -0.822 1.092  0.13

Values from the calculation:
SMILES string   FNS
ΔE to the lowest compared entry with this formula, charge and spin   40.2 kJ/mol
Multiplicity   1
E_HOMO   -9.814 eV
Gap between HOMO and LUMO   9.654 eV



Record 4
FH2OP as an isolated structure. Source: OMol25; level of theory: ωB97M-V/def2-TZVPD.

Last column: natural (NBO) charge in e.
CARTESIAN COORDINATES (ANGSTROEM)
O -0.174 -0.404 0.696  -0.43
F 0.604 0.146 1.936  -0.21
P 0.147 0.572 -0.572  0.71
H -1.264 0.226 -0.885  -0.02
H 0.688 -0.540 -1.175  -0.06

Values from the calculation:
ΔE to the lowest compared entry with this formula, charge and spin   499.3 kJ/mol
Multiplicity   1
E_HOMO   -10.942 eV
Gap between HOMO and LUMO   10.224 eV



Record 5
FH3N2O2S in the gas phase. Source: OMol25; level of theory: ωB97M-V/def2-TZVPD.

Last column: natural (NBO) charge in e.
CARTESIAN COORDINATES (ANGSTROEM)
N -0.225 -1.106 -0.591  -1.15
S 0.704 0.027 0.000  2.36
O 1.093 0.869 -1.058  -0.91
O 1.654 -0.507 0.946  -0.89
N -0.607 0.856 0.905  -0.42
F -1.391 1.432 -0.099  -0.22
H -0.474 -1.338 -1.618  0.45
H -0.813 -1.655 0.106  0.43
H 0.061 1.421 1.410  0.35

Values from the calculation:
SMILES string   NS(=O)(=O)NF
ΔE to the lowest compared entry with this formula, charge and spin   194.4 kJ/mol
Multiplicity   1
E_HOMO   -11.035 eV
Gap between HOMO and LUMO   11.538 eV



Record 6
A 2-piece molecular cluster, FH3N2O2S overall. Source: OMol25; level of theory: ωB97M-V/def2-TZVPD.

Last column: Mulliken spin population.
CARTESIAN COORDINATES (ANGSTROEM)
N 0.038 -0.364 1.226  0.04
N -0.397 0.302 -1.258  0.86
O 1.146 -1.745 -0.761  0.02
O 1.898 0.444 -0.213  -0.01
F -1.369 -0.589 -1.472  0.11
S 0.835 -0.437 -0.231  0.09
H 0.095 -1.207 1.791  0.00
H 0.453 0.474 1.522  0.00
H 0.813 -0.309 -2.431  0.91

Values from the calculation:
⟨S²⟩   2.006
ΔE to the lowest compared entry with this formula, charge and spin   408.5 kJ/mol
Multiplicity   3
E_HOMO (alpha / beta)   -8.617 / -11.594 eV
Gap between HOMO and LUMO (alpha / beta)   8.976 / 8.669 eV



Record 7
FH3N2OS as an isolated structure. Source: OMol25; level of theory: ωB97M-V/def2-TZVPD.

Last column: natural (NBO) charge in e.
CARTESIAN COORDINATES (ANGSTROEM)
N 1.359 -0.265 0.048  -0.60
N 0.129 -0.448 -0.321  0.33
O -0.866 0.470 0.758  -0.66
F -0.283 -1.842 -0.038  -0.28
S -2.274 0.859 0.152  0.38
H 1.814 -0.698 0.807  0.38
H 1.902 0.233 -0.540  0.39
H -1.783 1.690 -0.867  0.07

Values from the calculation:
ΔE to the lowest compared entry with this formula, charge and spin   366.1 kJ/mol
Multiplicity   1
E_HOMO (alpha / beta)   -8.603 / -8.602 eV
Gap between HOMO and LUMO (alpha / beta)   8.966 / 8.964 eV



Record 8
FH3NOPS as an isolated structure. Source: OMol25; level of theory: ωB97M-V/def2-TZVPD.

Last column: natural (NBO) charge in e.
CARTESIAN COORDINATES (ANGSTROEM)
N 0.079 1.077 0.094  -1.16
O -0.065 -1.813 -0.104  -0.93
F 1.233 -0.021 -1.874  -0.55
P 1.225 -0.050 -0.276  1.81
S 3.012 -0.063 0.432  -0.45
H 0.247 1.573 0.892  0.41
H -0.258 1.610 -0.636  0.42
H -0.041 -1.966 0.887  0.46

Values from the calculation:
ΔE to the lowest compared entry with this formula, charge and spin   231.3 kJ/mol
Multiplicity   1
E_HOMO   -10.015 eV
Gap between HOMO and LUMO   9.658 eV



Record 9
A 2-piece molecular cluster, FH3OSi overall. Source: OMol25; level of theory: ωB97M-V/def2-TZVPD.

Last column: natural (NBO) charge in e.
CARTESIAN COORDINATES (ANGSTROEM)
O 0.449 -0.465 -0.661  -1.19
Si 0.099 0.812 0.071  1.63
H -1.169 0.980 0.996  -0.21
H 0.956 1.997 0.058  -0.22
F -0.804 -2.702 -1.873  -0.60
H -0.217 -2.020 -1.559  0.59

Values from the calculation:
SMILES string   O=[SiH2].F
ΔE to the lowest compared entry with this formula, charge and spin   299.1 kJ/mol
Multiplicity   1
E_HOMO   -11.427 eV
Gap between HOMO and LUMO   10.492 eV



Record 10
A 2-piece molecular cluster, FHIOP overall. Source: OMol25; level of theory: ωB97M-V/def2-TZVPD.

Last column: Mulliken spin population.
CARTESIAN COORDINATES (ANGSTROEM)
O -0.876 0.011 -0.066  0.03
F -2.181 0.013 -0.618  0.00
P 2.097 0.312 0.819  1.73
I 1.713 -1.314 -0.770  0.24
H -0.753 0.978 0.635  -0.01

Values from the calculation:
⟨S²⟩   2.007
Multiplicity   3
E_HOMO (alpha / beta)   -8.517 / -10.353 eV
Gap between HOMO and LUMO (alpha / beta)   8.613 / 8.780 eV



Record 11
A 2-piece molecular cluster, FHIPS overall. Source: OMol25; level of theory: ωB97M-V/def2-TZVPD.

Last column: natural (NBO) charge in e.
CARTESIAN COORDINATES (ANGSTROEM)
S 1.419 1.840 -0.241  -0.33
P -0.408 1.554 0.146  0.50
I -1.501 0.172 -1.574  -0.16
F 0.007 -1.401 0.944  -0.56
H 0.483 -2.165 0.725  0.57

Values from the calculation:
SMILES string   S=PI.F
ΔE to the lowest compared entry with this formula, charge and spin   75.3 kJ/mol
Multiplicity   1
E_HOMO   -9.052 eV
Gap between HOMO and LUMO   7.560 eV



Record 12
An isolated ion of composition FHN5 and charge +1. Source: OMol25; level of theory: ωB97M-V/def2-TZVPD.

Last column: natural (NBO) charge in e.
CARTESIAN COORDINATES (ANGSTROEM)
F -2.123 0.761 -0.035  -0.02
N -0.948 0.246 0.064  0.38
N -0.641 -1.107 0.013  0.07
N 0.582 -1.126 -0.006  0.06
N 1.034 0.094 -0.026  -0.08
N 0.110 0.896 -0.016  0.11
H 1.986 0.235 0.006  0.47

Values from the calculation:
SMILES string   F[n+]1nn[nH]n1
ΔE to the lowest compared entry with this formula, charge and spin   36.3 kJ/mol
Multiplicity   1
Total charge   +1
E_HOMO   -19.002 eV
Gap between HOMO and LUMO   12.870 eV



Record 13
A 2-piece molecular cluster, FHNO2S overall. Source: OMol25; level of theory: ωB97M-V/def2-TZVPD.

Last column: natural (NBO) charge in e.
CARTESIAN COORDINATES (ANGSTROEM)
N -0.302 -0.318 -0.856  -0.34
O 1.446 0.650 0.833  -1.03
O -0.770 1.719 0.733  -1.02
F -1.308 -1.197 -0.981  -0.29
S -0.050 0.448 0.897  1.52
H 0.984 -1.303 -0.626  0.16

Values from the calculation:
ΔE to the lowest compared entry with this formula, charge and spin   447.6 kJ/mol
Multiplicity   1
Total charge   -1
E_HOMO (alpha / beta)   -3.759 / -3.760 eV
Gap between HOMO and LUMO (alpha / beta)   7.948 / 7.948 eV



Record 14
An isolated ion of composition FHNO2S and charge -1. Source: OMol25; level of theory: ωB97M-V/def2-TZVPD.

Last column: natural (NBO) charge in e.
CARTESIAN COORDINATES (ANGSTROEM)
N -0.582 -0.750 0.344  -0.46
O 0.606 1.207 -1.152  -1.03
O 1.479 0.423 0.984  -1.03
F -1.666 -1.066 -0.653  -0.36
S 1.021 0.033 -0.363  1.56
H -0.858 0.153 0.840  0.32

Values from the calculation:
ΔE to the lowest compared entry with this formula, charge and spin   194.4 kJ/mol
Multiplicity   1
Total charge   -1
E_HOMO   -4.080 eV
Gap between HOMO and LUMO   8.277 eV



Record 15
A 2-piece molecular cluster, FHNO3S overall. Source: OMol25; level of theory: ωB97M-V/def2-TZVPD.

Last column: natural (NBO) charge in e.
CARTESIAN COORDINATES (ANGSTROEM)
N 1.912 1.051 -0.011  -0.09
O -1.294 -1.776 -0.976  -0.97
O -2.166 0.612 -0.794  -0.97
O -1.045 -0.451 1.171  -1.00
F 2.629 -0.074 0.282  -0.25
S -1.242 -0.420 -0.362  1.98
H 1.206 1.057 0.691  0.29

Values from the calculation:
ΔE to the lowest compared entry with this formula, charge and spin   182.5 kJ/mol
Multiplicity   1
Total charge   -1
E_HOMO (alpha / beta)   -5.310 / -3.457 eV
Gap between HOMO and LUMO (alpha / beta)   9.118 / 6.313 eV



Record 16
FI2P in the gas phase. Source: OMol25; level of theory: ωB97M-V/def2-TZVPD.

Last column: natural (NBO) charge in e.
CARTESIAN COORDINATES (ANGSTROEM)
F -1.045 -1.289 -0.479  -0.60
P -0.171 -0.236 0.658  0.75
I -0.904 1.942 -0.093  -0.08
I 2.120 -0.417 -0.086  -0.07

Values from the calculation:
SMILES string   FP(I)I
ΔE to the lowest compared entry with this formula, charge and spin   0.0 kJ/mol
Multiplicity   1
E_HOMO   -9.666 eV
Gap between HOMO and LUMO   8.926 eV



Record 17
FLi5Sr as an isolated structure. Source: OMol25; level of theory: ωB97M-V/def2-TZVPD.

Last column: natural (NBO) charge in e.
CARTESIAN COORDINATES (ANGSTROEM)
Sr -0.328 1.430 3.581  2.00
Li 1.417 -3.175 -1.027  1.00
Li 3.702 0.384 -0.632  1.00
Li -3.110 1.255 -1.382  1.00
Li 1.381 3.626 -1.525  1.00
Li -2.959 -2.945 1.083  1.00
F -0.103 -0.574 -0.098  -0.99

Values from the calculation:
Multiplicity   1
Total charge   +6
E_HOMO   -28.467 eV
Gap between HOMO and LUMO   7.905 eV



Record 18
FNNiO4S2 as an isolated structure. Source: OMol25; level of theory: ωB97M-V/def2-TZVPD.

Last column: Mulliken spin population.
CARTESIAN COORDINATES (ANGSTROEM)
Ni 1.590 -1.953 -0.104  1.84
F -0.242 -1.467 -0.175  0.03
N -0.294 1.155 0.269  0.00
S -1.322 -0.157 0.140  0.00
O -1.835 -0.452 1.433  0.00
O -2.045 -0.054 -1.081  0.01
S 1.328 1.196 0.323  0.02
O 0.784 1.811 -0.983  0.01
O 2.035 -0.079 0.177  0.09

Values from the calculation:
⟨S²⟩   2.003
Multiplicity   3
Total charge   +2
E_HOMO (alpha / beta)   -21.336 / -21.356 eV
Gap between HOMO and LUMO (alpha / beta)   8.843 / 6.992 eV



Record 19
A 2-piece molecular cluster, FNO2 overall. Source: OMol25; level of theory: ωB97M-V/def2-TZVPD.

Last column: natural (NBO) charge in e.
CARTESIAN COORDINATES (ANGSTROEM)
N -0.197 -0.068 0.220  0.50
O 0.376 -1.039 0.536  -0.20
O 1.258 1.426 -0.508  -0.08
F -1.437 -0.320 -0.248  -0.22

Values from the calculation:
ΔE to the lowest compared entry with this formula, charge and spin   390.5 kJ/mol
Multiplicity   1
E_HOMO (alpha / beta)   -12.190 / -12.262 eV
Gap between HOMO and LUMO (alpha / beta)   9.550 / 9.642 eV



Record 20
A 2-piece molecular cluster, FNO4S overall. Source: OMol25; level of theory: ωB97M-V/def2-TZVPD.

Last column: natural (NBO) charge in e.
CARTESIAN COORDINATES (ANGSTROEM)
N 0.360 -0.684 -1.013  0.81
O 0.925 -0.869 -0.058  -0.27
O 0.655 -0.865 -2.144  -0.28
O -1.025 -0.050 1.905  -0.82
O -0.011 1.798 0.519  -0.84
F -0.984 -0.174 -0.839  -0.25
S 0.080 0.844 1.630  1.64

Values from the calculation:
ΔE to the lowest compared entry with this formula, charge and spin   165.3 kJ/mol
Multiplicity   1
E_HOMO   -11.734 eV
Gap between HOMO and LUMO   10.477 eV